No. 1
This record from the OMol25 dataset describes C3H4FNO3 as an isolated structure. The level of theory is the ωB97M-V functional and the def2-TZVPD basis.

Last column: Löwdin charge in e.
Element x y z (Å)
C -1.666 0.656 0.662  0.009
C -1.427 -0.436 -0.302  -0.182
C -0.643 1.312 0.079  -0.324
N 2.950 -0.310 -0.280  -0.086
O 3.928 -0.577 0.361  0.011
O 1.879 -1.174 0.021  -0.059
O -0.270 0.287 -0.888  -0.050
F -0.013 2.434 0.124  0.184
H -2.213 0.794 1.591  0.114
H 1.140 -0.945 -0.657  0.099
H -1.325 -1.399 0.278  0.137
H -2.340 -0.641 -0.988  0.149

Output
lowest unoccupied orbital energy	0.4644	eV
largest force on an atom	3.05	eV/Å
frontier orbital gap	0.3752	Ha
E_tot	-496.86693	hartree
2S+1	1

***

No. 2
This record from the OMol25 dataset describes a single C3H4FNS molecule. The level of theory is the ωB97M-V functional and the def2-TZVPD basis.

Last column: Löwdin charge in e.
Element x y z (Å)
C -1.611 0.909 -0.157  -0.170
C -0.345 0.572 -0.195  -0.125
C 1.590 -1.017 0.058  -0.677
H -1.936 1.982 -0.381  0.142
H 0.321 1.034 -0.883  0.056
H -0.278 -1.244 0.847  0.144
H 1.877 -1.787 0.719  0.048
N 0.298 -0.597 0.304  -0.055
F -2.483 0.406 0.706  0.015
S 2.567 -0.257 -1.017  0.621

Output
lowest unoccupied orbital energy	0.0730	eV
largest force on an atom	3.75	eV/Å
frontier orbital gap	0.3273	Ha
E_tot	-669.46895	hartree
2S+1	1

***

No. 3
This record from the OMol25 dataset describes a 2-piece molecular cluster, C3H4FNS2 overall. The level of theory is the ωB97M-V functional and the def2-TZVPD basis.

Last column: Löwdin charge in e.
Element x y z (Å)
C 0.925 1.156 0.822  -0.700
C -1.210 0.062 -0.810  -0.596
C -1.915 -0.685 -0.046  -0.238
H 3.307 -1.116 -0.379  0.075
H 1.236 2.152 1.386  0.109
H -1.023 -0.156 -2.006  0.148
H -2.527 -1.491 -0.615  0.152
N 1.994 0.398 0.816  -0.362
F -1.960 -0.615 1.343  -0.006
S 1.478 -1.105 -0.172  0.526
S -0.304 1.400 -0.339  0.892

Output
lowest unoccupied orbital energy	-0.5100	eV
largest force on an atom	6.39	eV/Å
frontier orbital gap	0.3109	Ha
E_tot	-1067.51005	hartree
2S+1	1

***

Looking at energy relative to the best compared isomer or geometry (same formula, charge and spin) for the records above, in order, we have 598.4 79.2 445.2 kJ/mol.